Density functional theory data (ωB97M-V/def2-TZVPD) for a single C5H9NS molecule.

- net charge = 0
- SMILES string = CSC(C)(C)C#N
- HOMO level (Ha) = -0.3332
- relative energy (zero: lowest compared OMol25 entry of this formula, charge and spin) (kJ/mol) = 107.80

The geometry in XYZ format:
```
16
Properties=species:S:1:pos:R:3:nbo_charge:R:1
C -0.09384 -2.06340 -0.99114 -0.74
S 0.04844 -0.31901 -1.62586 0.21
C 0.09920 0.74222 -0.12768 -0.26
C -1.27655 0.89201 0.47068 -0.62
C 1.09200 0.09792 0.77778 -0.61
C 0.52350 2.14970 -0.41235 0.29
N 0.83818 3.25542 -0.58814 -0.31
H -0.90734 -2.24706 -0.19151 0.22
H 0.86632 -2.29358 -0.62958 0.21
H -0.31213 -2.80655 -1.81001 0.25
H -1.43656 1.79383 0.98082 0.23
H -2.16019 0.68466 -0.19772 0.24
H -1.41497 0.19532 1.25607 0.21
H 0.71131 -0.79041 1.26568 0.22
H 1.32906 0.80423 1.51891 0.22
H 2.09356 -0.09532 0.30405 0.23
```

---

Density functional theory data (ωB97M-V/def2-TZVPD) for 4 unconnected molecules or ions with the total composition C24H54N2O4.

- net charge = 0
- SMILES string = CC1(C)CCCC(C)(C)N1O.CC1(C)CCCC(C)(C)N1O.CC(C)O.CC(C)O
- HOMO level (Ha) = -0.3007
- relative energy (zero: lowest compared OMol25 entry of this formula, charge and spin) (kJ/mol) = 139.10

The geometry in XYZ format:
```
84
Properties=species:S:1:pos:R:3:mulliken_charge:R:1
C -33.00522 18.41812 -6.12423 -2.00
C -31.77838 18.00459 -6.92990 1.52
C -31.50214 19.06855 -8.01377 -1.66
C -30.57322 17.95045 -5.96403 -1.46
C -29.35829 17.22856 -6.51270 -0.54
C -29.74421 15.79686 -6.88658 -0.44
C -30.96297 15.71189 -7.78449 1.85
C -30.49882 15.97500 -9.23728 -1.59
C -31.51395 14.25837 -7.73643 -1.72
N -32.02782 16.65004 -7.41917 0.31
O -33.06824 16.59660 -8.36843 -0.50
H -33.23291 17.63652 -5.39428 0.46
H -32.94879 19.37842 -5.61448 0.36
H -33.89068 18.43180 -6.76746 0.40
H -31.19843 19.96302 -7.46148 0.44
H -30.63934 18.86545 -8.64828 0.35
H -32.37597 19.29487 -8.62053 0.33
H -30.31940 18.98255 -5.70024 0.50
H -30.94847 17.58653 -5.00156 0.37
H -28.97330 17.80665 -7.35692 0.25
H -28.53684 17.20671 -5.79445 0.42
H -29.76280 15.20669 -5.96418 0.44
H -28.93378 15.29284 -7.42143 -0.48
H -30.31865 17.03610 -9.41555 0.28
H -31.23412 15.66624 -9.98320 0.39
H -29.60350 15.40574 -9.49649 0.34
H -30.83843 13.59489 -7.19828 0.39
H -31.65860 13.84186 -8.73163 0.30
H -32.47900 14.27964 -7.22885 0.37
H -33.78152 16.12012 -7.92824 0.36
C -21.71459 10.74352 -10.77043 -1.50
C -20.64690 11.71474 -11.30914 1.88
C -19.75954 11.08081 -12.35524 -1.99
C -21.35599 12.89630 -11.98153 -1.65
C -21.85820 13.99369 -11.06120 0.69
C -20.82066 14.45562 -10.03123 -1.05
C -20.19265 13.25710 -9.28872 1.83
C -18.94470 13.79648 -8.58587 -2.12
C -21.18586 12.77796 -8.23463 -1.42
N -19.77610 12.23323 -10.24896 0.12
O -19.13473 11.15896 -9.56918 -0.49
H -21.30538 10.17634 -9.92956 0.36
H -22.60125 11.22598 -10.36057 0.01
H -22.00641 10.01344 -11.52723 0.43
H -19.07609 11.77261 -12.84347 0.42
H -19.15650 10.27127 -11.93832 0.40
H -20.38973 10.65528 -13.14329 0.42
H -20.77626 13.40295 -12.76039 0.42
H -22.21036 12.48418 -12.53004 0.45
H -22.23874 14.88521 -11.56433 0.57
H -22.72666 13.62536 -10.50108 -0.73
H -21.34047 15.12174 -9.34193 0.07
H -20.05103 15.05872 -10.52120 0.45
H -18.14496 14.16790 -9.23192 0.46
H -18.44948 13.14576 -7.85934 0.48
H -19.26912 14.66314 -7.99960 0.42
H -22.11796 12.41687 -8.67491 0.03
H -21.48825 13.57540 -7.55555 0.45
H -20.76723 11.93177 -7.68547 0.34
H -18.24828 11.52515 -9.47015 0.37
C -27.16172 12.56177 -8.60280 -1.40
C -25.68783 12.15131 -8.75226 0.96
C -25.56202 10.68058 -9.16133 -1.49
O -25.12229 13.01269 -9.75534 -0.72
H -27.19333 13.57192 -8.19478 0.14
H -27.60739 11.86063 -7.89202 0.42
H -27.69027 12.52940 -9.55229 0.31
H -25.14201 12.41987 -7.84304 0.27
H -26.08071 10.02463 -8.46731 0.43
H -24.50211 10.43861 -9.22515 0.34
H -26.04960 10.60806 -10.13553 0.38
H -24.68779 12.58620 -10.49844 0.23
C -25.59274 16.88946 -8.00163 -1.35
C -24.24246 16.55322 -8.61189 0.87
C -23.09870 17.46573 -8.18256 -1.40
O -23.86748 15.23305 -8.10249 -0.50
H -25.55096 16.99574 -6.91805 0.36
H -26.30404 16.10197 -8.25328 0.19
H -25.97463 17.84152 -8.38477 0.42
H -24.26981 16.38529 -9.69192 0.34
H -22.67901 18.08776 -8.97646 0.31
H -22.26890 16.91208 -7.75096 0.29
H -23.45102 18.16949 -7.42234 0.40
H -24.39201 14.57671 -8.58088 0.04
```

---

Density functional theory data (ωB97M-V/def2-TZVPD) for 2 unconnected molecules or ions with the total composition C4H12.

- net charge = 0
- SMILES string = CC.CC
- HOMO level (Ha) = -0.4277
- relative energy (zero: lowest compared OMol25 entry of this formula, charge and spin) (kJ/mol) = 28.29

The geometry in XYZ format:
```
16
Properties=species:S:1:pos:R:3:nbo_charge:R:1
C 1.79857 0.20440 0.55663 -0.62
C 2.31047 -1.25200 0.51636 -0.62
H 0.78339 0.18609 0.95763 0.20
H 2.33390 0.80448 1.29291 0.21
H 1.79257 0.64695 -0.42598 0.21
H 3.25952 -1.35201 1.03675 0.21
H 2.53433 -1.54706 -0.51161 0.20
H 1.55042 -1.94390 0.87675 0.21
C -2.60640 0.21718 -0.17560 -0.61
C -1.48360 0.84473 -0.97474 -0.61
H -3.21866 -0.53945 -0.65609 0.21
H -2.18519 -0.28279 0.70620 0.20
H -3.24849 0.93677 0.32216 0.20
H -1.81096 1.17922 -1.95985 0.20
H -0.66675 0.14636 -1.07765 0.20
H -1.14312 1.75103 -0.48387 0.21
```

---

Calculated HOMO-LUMO gap, 0.357, 0.326, 0.469 Ha (same order as the records).
Calculated electronic energy, -648.81209, -1357.20249, -159.57420 hartree (same order as the records).